{
  "formula": "C2H4BrNO3",
  "method": "ωB97M-V/def2-TZVPD",
  "species": ["C", "C", "N", "O", "O", "O", "Br", "H", "H", "H", "H"],
  "xyz": [[0.682, -0.057, 0.689], [-0.659, -0.400, -0.827], [1.587, 0.843, 0.131], [2.203, 0.298, -0.785], [1.653, 2.009, 0.425], [0.036, -0.022, -1.789], [-0.849, -2.416, -0.632], [1.054, -1.041, 0.812], [0.287, 0.237, 1.646], [-1.551, 0.079, -0.642], [1.031, 0.104, -1.763]],
  "mulliken_charge": [-0.745, 0.014, 0.827, -0.583, -0.558, -0.439, -0.216, 0.388, 0.375, 0.440, 0.497],
  "relative_energy_kcal_mol": 54.7,
  "gap_ha": 0.34791,
  "homo_energy_ha": -0.3763
}